*one*
Entry from OMol25: 9 unconnected molecules or ions with the total composition C2H22O9 (ωB97M-V/def2-TZVPD).

Element x y z (Å)
1 C 0.47549 -2.84834 -0.72564
2 O -0.60756 -1.89477 -0.64313
3 H 0.72249 -3.25676 0.25517
4 H 0.17426 -3.61394 -1.43923
5 H 1.34144 -2.29624 -1.08658
6 H -1.45523 -2.34033 -0.70029
7 C 2.79877 -0.37380 1.54914
8 O 3.65556 0.70344 1.18416
9 H 1.86686 -0.27488 0.98613
10 H 3.22238 -1.30764 1.16773
11 H 2.54236 -0.37363 2.60786
12 H 4.56628 0.40814 1.20267
13 O -0.45839 -2.33478 2.46628
14 H -0.44142 -2.14382 1.51855
15 H -1.38909 -2.47009 2.67503
16 O -3.42666 -0.54735 1.25955
17 H -2.91550 0.20587 0.91964
18 H -3.24283 -1.26304 0.64754
19 O 1.48169 2.46416 1.58294
20 H 0.96375 2.04873 0.88452
21 H 2.38618 2.13090 1.44881
22 O -2.84062 1.98266 -0.14662
23 H -2.21181 2.61471 0.23532
24 H -3.68271 2.45533 -0.16322
25 O -2.22593 1.98818 -2.98204
26 H -2.42239 1.53057 -2.15557
27 H -1.71947 1.35357 -3.50235
28 O 1.75092 1.60250 -2.56842
29 H 1.58532 2.54862 -2.61888
30 H 1.11608 1.27635 -1.90229
31 O -0.20564 0.87933 -0.65701
32 H -1.10878 1.24285 -0.66361
33 H -0.29580 -0.09648 -0.63614

Properties
E_LUMO, eV: -0.2
HOMO-LUMO gap, eV: 10.2

=====

*two*
Entry from OMol25: 9 unconnected molecules or ions with the total composition C2H22O9 (ωB97M-V/def2-TZVPD).

Element x y z (Å)
1 C -2.26653 -3.31303 0.69097
2 O -2.97379 -2.47968 -0.18796
3 H -1.52498 -2.69531 1.12706
4 H -2.92196 -3.59482 1.50779
5 H -1.77276 -4.12257 0.20625
6 H -3.84824 -2.30776 0.21154
7 C 2.58258 -1.58407 -0.93167
8 O 1.64703 -0.47706 -1.11976
9 H 2.44883 -2.31235 -1.74332
10 H 3.59721 -1.14306 -0.97654
11 H 2.41429 -2.14372 0.01464
12 H 1.57189 0.03781 -0.30022
13 O 3.19668 1.81543 0.53284
14 H 4.02682 2.13307 0.13584
15 H 2.47570 2.23330 0.01586
16 O 2.32297 0.42255 2.66673
17 H 2.46102 0.78568 3.53934
18 H 3.05307 0.81113 2.14425
19 O 0.62525 2.93602 -0.96302
20 H 0.80202 2.86658 -1.90777
21 H -0.15767 2.42245 -0.78761
22 O -0.63066 0.46024 2.13112
23 H 0.35299 0.42002 2.12447
24 H -0.88870 0.51297 3.06236
25 O -1.61603 2.28270 -2.95254
26 H -2.22155 2.86850 -2.45291
27 H -1.66352 1.45565 -2.41381
28 O -2.60881 1.55726 0.19720
29 H -2.12128 0.88172 -0.30437
30 H -1.97649 1.80399 0.87216
31 O -1.52701 -0.49753 -1.46651
32 H -0.70076 -0.96026 -1.65873
33 H -2.15758 -1.07583 -1.01367

Properties
E_LUMO, eV: 0.4
HOMO-LUMO gap, eV: 10.8

=====

The structure with the most favorable energy is *two*; the runner-up is 43.6 kJ/mol above it.

=====

*one*
Entry from OMol25: a single FH4N2PS molecule (ωB97M-V/def2-TZVPD).

Element x y z (Å)
1 N -0.33260 -1.15079 -0.57230
2 N 0.42947 1.33871 0.65265
3 F 0.95885 0.95948 -1.65892
4 P 1.16617 0.15562 -0.18544
5 S 2.99416 -0.34470 0.13216
6 H -0.39316 -0.96643 -1.56305
7 H 0.04912 -2.01927 -0.22798
8 H -0.54591 1.24599 0.85610
9 H 0.80040 1.75699 1.51458

Properties
E_LUMO, eV: 0.5
HOMO-LUMO gap, eV: 10.2

=====

*two*
Entry from OMol25: 2 unconnected molecules or ions with the total composition FH4N2PS (ωB97M-V/def2-TZVPD).

Element x y z (Å)
1 N 0.94180 -0.91203 0.32726
2 N -0.80869 0.99006 0.10648
3 F -1.32484 -1.76504 0.12702
4 P 0.73661 0.58683 -0.17097
5 S 1.86478 1.96087 -0.92210
6 H 1.53031 -1.60800 -0.06389
7 H -0.41427 -1.37978 0.38419
8 H -1.07239 1.94311 0.06232
9 H -1.45332 0.18399 0.14971

Properties
E_LUMO, eV: -0.1
HOMO-LUMO gap, eV: 10.1

=====

The structure with the most favorable energy is *one*; the runner-up is 58.0 kJ/mol above it.

=====

*one*
Entry from OMol25: 2 unconnected molecules or ions with the total composition C5H8O4 (ωB97M-V/def2-TZVPD).

Element x y z (Å)
1 C 0.70598 0.23815 -1.16555
2 C -1.47584 0.28890 -0.28016
3 C 1.15215 1.37337 1.13343
4 C -0.93445 -1.44010 0.12145
5 C 1.66846 0.69655 -0.11062
6 O -0.58314 0.67285 -1.23833
7 O -1.47266 -2.27566 -0.80262
8 O -0.89235 -1.71961 1.29902
9 O 2.82882 0.35380 -0.22919
10 H -1.69812 -3.11232 -0.36537
11 H 0.27123 -1.00115 -0.54329
12 H 1.14878 0.28138 -2.15740
13 H -1.32477 0.72925 0.70140
14 H -2.48293 0.31573 -0.68511
15 H 0.65571 0.64085 1.77267
16 H 0.43869 2.15815 0.88072
17 H 1.99441 1.79987 1.66895

Properties
E_LUMO, eV: -0.6
HOMO-LUMO gap, eV: 9.3

=====

*two*
Entry from OMol25: a single C5H8O4 molecule (ωB97M-V/def2-TZVPD).

Element x y z (Å)
1 C -0.77202 -0.30436 0.06781
2 C 0.56194 -1.00771 0.22082
3 C -1.08808 0.12493 -1.35833
4 C 1.75916 0.04404 0.53587
5 C -0.52301 0.96303 0.97328
6 O -1.75946 -1.13565 0.63445
7 O 2.23053 0.58010 -0.59608
8 O 2.32088 0.13409 1.59173
9 O -0.30205 2.06511 0.55425
10 H -2.62754 -0.74875 0.47267
11 H 3.03591 1.09034 -0.40993
12 H 0.55147 -1.67090 1.08339
13 H 0.83274 -1.53422 -0.69121
14 H -0.72418 0.71364 2.02803
15 H -1.99360 0.73120 -1.37513
16 H -1.24226 -0.75395 -1.98119
17 H -0.26043 0.70904 -1.75041

Properties
E_LUMO, eV: 0.6
HOMO-LUMO gap, eV: 10.2

=====

The structure with the most favorable energy is *two*; the runner-up is 271.5 kJ/mol above it.

=====

*one*
Entry from OMol25: 2 unconnected molecules or ions with the total composition C6H11NS (ωB97M-V/def2-TZVPD).

Element x y z (Å)
1 C 1.71417 -1.21812 0.07633
2 C -0.96599 1.28372 0.26394
3 C -1.23779 0.02033 0.58590
4 C 2.69948 -1.92142 0.92645
5 C -0.06293 2.20262 1.12542
6 C -2.03514 -0.45047 -2.25837
7 N 1.01535 -0.60347 -0.60336
8 S -2.17911 -1.04734 -0.57723
9 H -1.41964 1.84525 -0.61822
10 H -0.84573 -0.47497 1.40884
11 H 2.44749 -1.51806 1.90985
12 H 3.78283 -1.69521 0.76588
13 H 2.36723 -2.99450 0.99919
14 H 0.03168 1.89416 2.11272
15 H -0.46515 3.23553 1.07860
16 H 0.90504 2.20503 0.72956
17 H -0.96373 0.00119 -2.50058
18 H -2.58381 0.44695 -2.38293
19 H -2.20423 -1.21125 -3.04200

Properties
E_LUMO, eV: 0.6
HOMO-LUMO gap, eV: 8.3

=====

*two*
Entry from OMol25: a single C6H11NS molecule (ωB97M-V/def2-TZVPD).

Element x y z (Å)
1 C -1.16677 -0.29514 -0.70325
2 C -1.15114 -1.29456 0.41551
3 C -0.01041 -0.55545 0.25100
4 C 0.52649 0.62810 1.09311
5 C 1.47594 1.23879 0.06470
6 C 1.30344 -1.35948 -0.12096
7 H -1.04388 1.83923 -0.85500
8 H -2.74177 0.94066 -1.39615
9 H -0.80135 -0.68350 -1.69902
10 H -2.07332 -1.15262 1.07799
11 H -1.18474 -2.22176 -0.04260
12 H 0.98358 0.59535 2.15219
13 H -0.40334 1.36642 1.17426
14 H 0.83122 1.90670 -0.60991
15 H 1.99007 2.26695 0.65991
16 H 1.63461 -1.72524 0.74568
17 H 1.06626 -2.22867 -0.85131
18 N -1.79650 0.89411 -0.74277
19 S 2.56163 -0.15988 -0.61337

Properties
E_LUMO, eV: 0.8
HOMO-LUMO gap, eV: 9.4

=====

The structure with the most favorable energy is *one*; the runner-up is 211.9 kJ/mol above it.

=====

*one*
Entry from OMol25: 2 unconnected molecules or ions with the total composition C3H5FOS (ωB97M-V/def2-TZVPD).

Element x y z (Å)
1 C -2.15210 -1.33900 0.39259
2 C -0.89132 -1.53011 0.14213
3 C 1.06069 1.72505 -0.20794
4 O 3.00950 -0.04333 -0.49041
5 F -0.26992 -2.59630 -0.33563
6 S 2.02407 0.35319 0.52972
7 H -2.51813 -0.40681 0.77589
8 H -2.89770 -2.11742 0.23290
9 H 0.83832 1.47791 -1.23982
10 H 1.64608 2.63973 -0.16761
11 H 0.15052 1.83710 0.36818

Properties
E_LUMO (spin up / spin down), eV: -0.7 / -0.8
HOMO-LUMO gap (spin up / spin down), eV: 9.2 / 7.9

=====

*two*
Entry from OMol25: a single C3H5FOS molecule (ωB97M-V/def2-TZVPD).

Element x y z (Å)
1 C -0.83201 -0.49384 -0.50341
2 C 0.52113 0.02072 0.34340
3 C 0.90238 1.45846 0.31892
4 H -0.70929 -2.40253 -0.12716
5 H -0.96328 0.20307 -1.28893
6 H -1.78154 -0.42406 0.04385
7 H 1.36457 -0.66161 -0.03326
8 H 1.23723 1.79394 1.31645
9 O -0.68942 -1.80803 -0.88170
10 F 0.25155 -0.23307 1.74951
11 S 0.69867 2.54695 -0.93767

Properties
E_LUMO, eV: -0.8
HOMO-LUMO gap, eV: 8.4

=====

The structure with the most favorable energy is *two*; the runner-up is 260.3 kJ/mol above it.

=====

*one*
Entry from OMol25: a molecular structure, FeH12O6 (ωB97M-V/def2-TZVPD).

Element x y z (Å)
1 Fe -31.81417 24.16484 -16.78244
2 O -31.44702 26.14998 -16.06026
3 H -30.56523 26.50950 -16.23276
4 H -31.81903 26.69934 -15.35495
5 O -30.21984 23.37323 -15.60800
6 H -30.13614 23.42022 -14.64396
7 H -29.41803 22.93809 -15.93278
8 O -33.16183 23.63426 -15.20769
9 H -33.42974 22.77435 -14.85383
10 H -33.62662 24.29408 -14.67328
11 O -32.30749 22.24806 -17.68443
12 H -32.62562 22.10973 -18.58781
13 H -32.06385 21.36748 -17.36299
14 O -33.29410 25.04664 -18.00574
15 H -33.20418 25.92342 -18.40833
16 H -34.09368 24.64485 -18.37542
17 O -30.34191 24.50424 -18.31240
18 H -30.50467 24.09930 -19.17671
19 H -29.44627 24.86816 -18.36986

Properties
<S²>: 6.005
2S+1: 5
E_LUMO (spin up / spin down), eV: -7.0 / -7.0
Total charge: +2
HOMO-LUMO gap (spin up / spin down), eV: 12.1 / 10.3

=====

*two*
Entry from OMol25: a molecular structure, FeH12O6 (ωB97M-V/def2-TZVPD).

Element x y z (Å)
1 Fe -0.06430 -0.07992 0.08136
2 O -0.66421 -0.54994 2.03993
3 H -1.56561 -0.84365 2.23777
4 H -0.28923 -0.24676 2.87988
5 O -1.56575 -1.09617 -0.99348
6 H -1.48457 -1.51363 -1.86283
7 H -2.51537 -0.97014 -0.85252
8 O 1.12553 -1.85524 0.08136
9 H 0.76737 -2.73974 0.24554
10 H 2.07741 -1.97255 -0.04183
11 O 0.76637 0.54900 -1.87932
12 H 1.15863 -0.09923 -2.48222
13 H 0.99404 1.40689 -2.26313
14 O -1.31855 1.67945 -0.11136
15 H -1.67916 2.14341 0.65846
16 H -1.32962 2.32110 -0.83451
17 O 1.54300 1.06776 1.01295
18 H 1.64479 1.97387 0.69133
19 H 2.39923 0.82549 1.39262

Properties
<S²>: 6.005
2S+1: 5
E_LUMO (spin up / spin down), eV: -7.0 / -7.2
Total charge: +2
HOMO-LUMO gap (spin up / spin down), eV: 12.2 / 10.1

=====

The structure with the most favorable energy is *one*; the runner-up is 7.6 kJ/mol above it.